Density functional theory data (ωB97M-V/def2-TZVPD) for an isolated ion of composition C4H12N4 and charge +2.

```
20
Properties=species:S:1:pos:R:3:nbo_charge:R:1
N -1.7452 0.6912 -1.0798 -0.741
C -1.2188 0.6243 0.1388 0.564
N -1.1737 1.6017 0.9528 -0.713
C -0.4208 -0.6535 0.4954 -0.045
N -1.3868 -1.6771 0.4260 -0.841
C 0.8432 -0.6957 -0.5511 -0.501
C 1.8760 0.3958 -0.2693 0.311
N 3.1026 0.0783 -0.1342 -0.565
H -1.7780 -0.1603 -1.6523 0.447
H -2.2026 1.4764 -1.6303 0.467
H -1.1877 1.5368 1.9943 0.465
H -1.6444 2.4394 0.6580 0.428
H -0.0226 -0.4392 1.4591 0.189
H -1.1169 -2.5759 0.8224 0.414
H -2.3004 -1.4738 0.7489 0.403
H 0.3464 -0.6291 -1.5403 0.287
H 1.3801 -1.6957 -0.5115 0.259
H 1.6009 1.4768 -0.3953 0.249
H 3.1227 -0.9667 0.0448 0.444
H 3.9261 0.6464 0.0236 0.479
```

- HOMO energy (eV) = -17.60
- net charge = +2
- SMILES = NC(=[NH2+])[C@@H](N)CC=[NH2+]
- frontier orbital gap (eV) = 8.83



Density functional theory data (ωB97M-V/def2-TZVPD) for one molecule with the formula C6H10O.

```
17
Properties=species:S:1:pos:R:3:nbo_charge:R:1
C -1.6060 -0.8514 0.2501 -0.626
C -0.4508 0.0590 0.5933 0.276
O -0.6016 0.4701 1.9351 -0.707
C -0.1838 1.2597 -0.3719 -0.436
C 1.2140 0.6974 -0.5821 -0.210
C 1.1580 -0.7417 -1.1014 -0.431
C 0.9863 -0.4648 0.3517 -0.275
H -1.4847 -1.8114 0.7585 0.217
H -1.6509 -1.0260 -0.8293 0.207
H -2.5478 -0.3904 0.5613 0.224
H 0.1020 1.1110 2.1089 0.463
H -0.7780 1.3495 -1.2884 0.205
H -0.2472 2.2156 0.1644 0.210
H 2.1191 1.3036 -0.5967 0.219
H 0.3113 -1.2515 -1.5712 0.212
H 2.0899 -1.0880 -1.5345 0.227
H 1.5967 -0.8673 1.1545 0.223
```

- HOMO energy (eV) = -9.71
- SMILES = C[C@]1(O)C[C@@H]2C[C@@H]21
- frontier orbital gap (eV) = 10.75



Density functional theory data (ωB97M-V/def2-TZVPD) for an isolated ion of composition C4H7N2 and charge +1.

```
13
Properties=species:S:1:pos:R:3:nbo_charge:R:1
C -2.1098 -0.5009 -0.0797 -0.457
N -0.6876 -0.2818 -0.0052 -0.448
C -0.0799 0.8601 -0.0479 0.240
C 1.2868 1.1206 -0.0364 -0.524
C 2.2036 0.1005 0.0549 0.583
N 2.9385 -0.8148 -0.0495 -0.498
H -2.8048 0.2930 -0.2493 0.246
H -2.3039 -1.0549 -0.9444 0.231
H -2.5701 -1.1774 0.6265 0.243
H -0.2548 -1.1799 0.0999 0.422
H -0.7476 1.6795 0.0773 0.239
H 1.7010 2.0527 -0.2081 0.290
H 3.4287 -1.0968 0.7618 0.433
```

- HOMO energy (eV) = -14.27
- net charge = +1
- SMILES = C/[NH+]=C/C=C=N
- frontier orbital gap (eV) = 9.35



Density functional theory data (ωB97M-V/def2-TZVPD) for C19H37NO6OsP2 as an isolated structure.

```
66
Properties=species:S:1:pos:R:3:mulliken_spin:R:1
Os 0.6468 -0.1360 0.6460 2.578
C 2.2699 1.2914 0.6137 -0.194
C 2.4412 0.4513 1.7725 0.314
C 1.2454 0.6808 2.6000 -0.234
C 0.5537 1.8260 2.0078 0.168
C 1.1599 2.2063 0.8092 0.180
C 0.7947 3.3235 -0.1216 -0.011
C 1.8276 4.4387 0.1415 0.017
C 0.9010 2.8591 -1.5766 0.003
C -0.6109 3.8415 0.1721 0.002
C 0.8074 0.1921 3.9785 -0.028
C 1.5523 1.0432 5.0190 0.001
C -0.6996 0.4339 4.1623 0.001
C 1.0419 -1.2985 4.2205 0.020
C 3.6568 -0.4809 1.8819 -0.088
C 3.2645 -1.9434 1.6168 0.096
C 4.3454 -0.3169 3.2426 0.012
C 4.6922 -0.0997 0.8132 0.000
H 2.9619 1.3447 -0.2105 -0.032
H -0.3653 2.2361 2.3900 0.019
H 2.8463 4.0945 -0.0410 0.001
H 1.7642 4.8032 1.1668 0.000
H 1.6315 5.2756 -0.5289 0.001
H 1.9223 2.5900 -1.8469 0.003
H 0.5942 3.6681 -2.2390 0.001
H 0.2553 2.0004 -1.7683 0.000
H -0.6911 4.2286 1.1884 0.000
H -1.3692 3.0661 0.0329 0.003
H -0.8403 4.6641 -0.5039 0.000
H 1.2007 0.7783 6.0162 -0.001
H 1.3533 2.1043 4.8657 0.002
H 2.6278 0.8911 4.9894 0.000
H -0.9538 1.4917 4.1971 -0.001
H -1.0072 0.0077 5.1157 0.000
H -1.2839 -0.0498 3.3766 -0.001
H 2.0915 -1.5705 4.2438 0.008
H 0.5346 -1.9040 3.4657 -0.009
H 0.6246 -1.5646 5.1913 -0.001
H 2.4706 -2.3051 2.2623 -0.002
H 4.1328 -2.5882 1.7594 0.005
H 2.9438 -2.0610 0.5744 -0.029
H 3.7678 -0.7226 4.0676 0.003
H 4.5529 0.7340 3.4462 -0.001
H 5.2980 -0.8455 3.2242 0.000
H 4.3167 -0.2422 -0.2014 0.008
H 5.5586 -0.7503 0.9221 0.000
H 5.0357 0.9284 0.9288 0.001
N -3.0353 -2.8254 0.1046 0.005
C -2.3536 -2.0058 -0.9636 0.208
C -2.8799 -2.3710 -2.3340 0.024
P -2.8212 -0.1553 -0.5261 0.639
O -2.0144 0.6849 -1.5869 0.038
O -2.0078 -0.1275 0.8911 -0.048
O -3.0863 0.9161 0.6773 0.154
P -0.5515 -2.2292 -0.6718 0.058
O -0.3369 -3.6404 -1.3231 0.000
O 0.2632 -1.1014 -1.2701 0.053
O -0.3904 -2.1615 0.8311 0.041
H -4.0340 -2.6012 0.1801 0.007
H -2.5751 -2.6410 1.0098 0.012
H -2.9611 -3.8310 -0.0871 0.001
H -3.9485 -2.1658 -2.4230 -0.008
H -2.7031 -3.4215 -2.5704 0.003
H -2.3530 -1.7990 -3.0991 -0.006
H -2.1067 0.4620 -2.5213 0.002
H 0.5460 -3.9299 -1.5889 0.004
```

- HOMO energy (alpha / beta) (eV) = -13.43 / -15.54
- multiplicity = 5
- net charge = +2
- frontier orbital gap (alpha / beta) (eV) = 7.32 / 7.19



Calculated relative energy (zero: lowest compared OMol25 entry of this formula, charge and spin) in order - 0.060 1.435 2.617 4.810 eV